[1]
{
  "formula": "C2H3N3O3",
  "method": "the ωB97M-V functional and the def2-TZVPD basis",
  "species": ["H", "C", "N", "N", "H", "O", "O", "O", "C", "H", "N"],
  "xyz": [[-0.73999, 2.07745, 0.38922], [-1.16678, 0.21364, -0.09594], [-0.21373, 1.21650, 0.36599], [0.82578, -0.97215, 0.55674], [1.10121, -2.00447, 0.36452], [0.94055, 1.21477, -0.34080], [2.92984, 0.01782, -0.16939], [-0.30146, -0.82308, -0.49864], [1.67344, 0.05431, -0.00955], [-2.54864, -1.01975, -0.56301], [-2.50021, 0.02496, 0.00087]],
  "fmax_ev_per_a": 6.1,
  "smiles": "[H]/N=C1/NOC(=O)NO1",
  "gap_ev": 10.09,
  "lumo_ev": 0.2,
  "relative_energy_ev": 3.944,
  "energy_ev": -12730.0137,
  "homo_energy_ev": -9.93
}


[2]
{
  "formula": "C2H3N3O3",
  "method": "the ωB97M-V functional and the def2-TZVPD basis",
  "species": ["O", "H", "N", "C", "O", "C", "N", "O", "N", "H", "H"],
  "xyz": [[-2.26117, 0.31959, 0.35497], [2.57402, 1.10922, -0.14400], [2.07819, 0.27270, -0.46714], [-0.03898, 0.08254, -0.33942], [-0.04458, -1.44401, 1.55680], [0.51423, -0.71918, 0.76552], [0.86535, 0.69551, -0.97614], [1.82869, -0.47000, 0.72133], [-1.37615, 0.03226, -0.70074], [-1.60231, 0.68530, -1.43097], [-2.53730, -0.56393, 0.65979]],
  "fmax_ev_per_a": 1.5,
  "smiles": "O=c1o[nH]nc1NO",
  "gap_ev": 9.92,
  "lumo_ev": 0.3,
  "relative_energy_ev": 2.232,
  "energy_ev": -12731.7262,
  "homo_energy_ev": -9.59
}


[3]
{
  "formula": "C2H3N3O3S",
  "method": "the ωB97M-V functional and the def2-TZVPD basis",
  "species": ["C", "H", "S", "N", "N", "C", "O", "H", "O", "H", "N", "O"],
  "xyz": [[-0.98481, -0.62773, -0.69190], [-1.17227, -2.08080, 0.76787], [-1.03472, -1.98113, -1.85982], [2.14886, 1.22241, -0.29098], [-1.10944, 0.45829, 2.52447], [-1.10875, -0.25814, 1.63418], [1.97776, 2.03795, 0.81355], [1.77032, 2.92165, 0.47061], [2.35016, 0.08849, -0.01417], [-0.87243, -1.20894, -2.92509], [-1.10942, -1.08617, 0.59266], [-0.85527, 0.51412, -1.02138]],
  "fmax_ev_per_a": 1.7,
  "smiles": "N#CNC(=O)S.O=NO",
  "gap_ev": 10.70,
  "lumo_ev": 0.3,
  "relative_energy_ev": 1.333,
  "energy_ev": -23567.4473,
  "homo_energy_ev": -10.41
}